1.
{
  "formula": "C82H66AsN2OP2S4Zr",
  "method": "wB97M-V/def2-TZVPD",
  "species": ["Zr", "S", "P", "C", "P", "S", "C", "C", "C", "C", "C", "C", "C", "C", "C", "C", "C", "C", "C", "C", "C", "C", "C", "C", "C", "C", "C", "C", "C", "C", "H", "H", "H", "H", "H", "H", "H", "H", "H", "H", "H", "H", "H", "H", "H", "H", "H", "H", "H", "H", "C", "C", "C", "C", "C", "C", "C", "C", "S", "C", "N", "C", "C", "C", "C", "C", "C", "C", "C", "H", "H", "H", "H", "H", "H", "H", "H", "H", "H", "H", "H", "H", "H", "H", "H", "O", "As", "C", "C", "C", "C", "C", "C", "C", "C", "C", "C", "C", "C", "C", "C", "C", "C", "C", "C", "H", "H", "H", "H", "H", "H", "H", "H", "H", "H", "H", "H", "H", "H", "H", "S", "C", "N", "C", "C", "C", "C", "C", "C", "H", "H", "H", "H", "H", "C", "C", "C", "C", "C", "C", "C", "C", "C", "C", "C", "C", "C", "C", "C", "H", "H", "H", "H", "H", "H", "H", "H", "H", "H"],
  "positions_angstrom": [[0.276, 0.361, 0.172], [-1.404, 4.337, -0.918], [-1.070, 3.539, 0.855], [0.355, 2.542, 1.030], [0.710, 2.194, 2.688], [0.797, 0.205, 2.954], [-0.217, 2.850, 4.137], [-1.318, 2.148, 4.622], [-2.057, 2.644, 5.689], [-1.683, 3.834, 6.300], [-0.563, 4.519, 5.847], [0.160, 4.037, 4.766], [2.415, 2.730, 3.112], [3.245, 3.200, 2.103], [4.584, 3.476, 2.367], [5.088, 3.303, 3.647], [4.258, 2.835, 4.664], [2.931, 2.535, 4.395], [-1.017, 4.982, 1.998], [0.139, 5.766, 1.900], [0.278, 6.923, 2.653], [-0.747, 7.323, 3.506], [-1.902, 6.560, 3.594], [-2.039, 5.395, 2.845], [-2.622, 2.679, 1.372], [-2.555, 1.352, 1.774], [-3.698, 0.626, 2.098], [-4.932, 1.251, 2.041], [-5.017, 2.580, 1.625], [-3.877, 3.283, 1.267], [-1.578, 1.196, 4.182], [-2.919, 2.095, 6.047], [-2.262, 4.227, 7.128], [-0.257, 5.441, 6.327], [1.021, 4.586, 4.411], [2.826, 3.336, 1.112], [5.227, 3.843, 1.575], [6.127, 3.532, 3.859], [4.650, 2.711, 5.668], [2.290, 2.135, 5.173], [0.922, 5.454, 1.218], [1.181, 7.517, 2.572], [-0.648, 8.229, 4.094], [-2.705, 6.864, 4.256], [-2.941, 4.805, 2.940], [-1.581, 0.884, 1.848], [-3.604, -0.417, 2.387], [-5.833, 0.703, 2.300], [-5.989, 3.058, 1.545], [-3.951, 4.296, 0.886], [-5.978, 0.647, -3.872], [-5.327, 1.745, -3.018], [-6.017, 3.093, -3.278], [-5.518, 1.388, -1.549], [-3.844, 1.854, -3.383], [-3.504, 2.192, -4.705], [-2.193, 2.278, -5.115], [-1.198, 2.008, -4.184], [0.510, 2.028, -4.420], [0.732, 1.656, -2.735], [-0.365, 1.499, -2.055], [-1.492, 1.699, -2.859], [-2.831, 1.633, -2.465], [2.076, 1.531, -2.169], [3.201, 1.919, -2.905], [4.455, 1.876, -2.325], [4.580, 1.430, -1.011], [3.455, 1.019, -0.315], [2.168, 1.057, -0.857], [-7.038, 0.546, -3.610], [-5.486, -0.314, -3.693], [-5.913, 0.871, -4.941], [-7.070, 3.046, -2.979], [-5.979, 3.369, -4.336], [-5.523, 3.884, -2.706], [-6.586, 1.361, -1.308], [-5.047, 2.132, -0.910], [-5.095, 0.405, -1.312], [-4.289, 2.389, -5.428], [-1.940, 2.532, -6.138], [-3.053, 1.436, -1.425], [3.093, 2.267, -3.927], [5.328, 2.191, -2.885], [5.557, 1.406, -0.539], [3.588, 0.660, 0.699], [1.626, -1.306, 0.394], [2.628, -2.439, 1.094], [2.093, -4.169, 0.480], [2.747, -5.332, 0.881], [2.324, -6.552, 0.381], [1.275, -6.602, -0.532], [0.653, -5.437, -0.953], [1.059, -4.212, -0.442], [4.382, -2.191, 0.313], [4.480, -2.495, -1.039], [5.630, -2.188, -1.749], [6.692, -1.567, -1.105], [6.610, -1.287, 0.253], [5.459, -1.598, 0.963], [2.960, -2.465, 2.992], [2.646, -3.619, 3.700], [2.951, -3.703, 5.054], [3.582, -2.642, 5.686], [3.890, -1.485, 4.976], [3.569, -1.388, 3.632], [3.578, -5.278, 1.574], [2.809, -7.465, 0.706], [0.948, -7.559, -0.923], [-0.145, -5.468, -1.685], [0.577, -3.296, -0.755], [3.644, -2.967, -1.533], [5.691, -2.423, -2.805], [7.582, -1.296, -1.661], [7.442, -0.815, 0.762], [5.411, -1.377, 2.018], [2.133, -4.433, 3.203], [2.698, -4.599, 5.608], [3.822, -2.708, 6.742], [4.371, -0.652, 5.470], [3.744, -0.458, 3.108], [-2.927, -2.656, -0.770], [-1.823, -1.141, -0.571], [-1.252, -1.166, 0.763], [-1.337, -2.419, 1.319], [-0.713, -2.845, 2.496], [-0.930, -4.134, 2.988], [-1.743, -5.034, 2.322], [-2.376, -4.630, 1.141], [-2.179, -3.351, 0.660], [-2.516, -0.312, -0.701], [-0.108, -2.151, 3.059], [-0.458, -4.427, 3.921], [-1.890, -6.036, 2.707], [-3.028, -5.310, 0.603], [-0.703, -1.053, -1.561], [-0.478, -1.770, -2.595], [-0.465, -2.402, -3.773], [-1.367, -1.938, -4.866], [-2.520, -1.191, -4.598], [-3.362, -0.778, -5.621], [-3.077, -1.089, -6.944], [-1.934, -1.823, -7.231], [-1.093, -2.241, -6.207], [0.343, -3.634, -3.988], [1.683, -3.687, -3.612], [2.431, -4.848, -3.766], [1.852, -5.990, -4.297], [0.518, -5.952, -4.691], [-0.223, -4.788, -4.548], [-2.760, -0.950, -3.567], [-4.254, -0.212, -5.382], [-3.738, -0.767, -7.740], [-1.691, -2.070, -8.258], [-0.201, -2.805, -6.452], [2.122, -2.780, -3.211], [3.472, -4.875, -3.463], [2.429, -6.902, -4.394], [0.051, -6.842, -5.100], [-1.263, -4.765, -4.852]],
  "atomic_forces_ev_per_a": [[0.4, 0.0, 0.1], [0.0, 0.1, -0.1], [0.0, 0.4, -0.3], [-1.6, -0.2, 1.0], [0.8, 0.3, 0.0], [-0.1, -0.2, -0.5], [-0.2, 0.1, -0.1], [0.0, 0.1, 0.1], [0.0, 0.0, 0.0], [0.0, 0.0, 0.0], [0.1, 0.0, 0.0], [0.0, -0.1, 0.0], [0.0, 0.0, -0.2], [-0.1, 0.1, 0.1], [0.0, 0.1, 0.0], [0.0, 0.0, 0.0], [-0.1, 0.0, 0.0], [0.1, 0.0, -0.1], [0.3, 0.1, -0.1], [-0.1, 0.0, 0.1], [0.0, -0.1, 0.0], [0.0, 0.0, 0.0], [0.0, 0.0, -0.1], [0.1, 0.0, 0.0], [0.2, -0.3, -0.1], [-0.1, 0.3, 0.0], [0.0, 0.0, 0.0], [0.0, 0.0, 0.0], [0.0, 0.1, 0.0], [-0.1, 0.0, 0.0], [0.0, 0.0, 0.0], [0.0, 0.0, 0.0], [0.0, 0.0, 0.0], [0.0, 0.0, 0.0], [0.0, 0.0, 0.0], [0.0, 0.0, 0.0], [0.0, 0.0, 0.0], [0.0, 0.0, 0.0], [0.0, 0.0, 0.0], [0.0, 0.0, 0.0], [0.0, 0.0, 0.0], [0.0, 0.0, 0.0], [0.0, 0.0, 0.0], [0.0, 0.0, 0.0], [0.0, 0.0, 0.1], [-0.3, -0.1, 0.2], [0.0, 0.1, -0.1], [0.1, 0.0, 0.0], [0.1, 0.0, 0.0], [0.0, 0.0, 0.0], [-0.1, 0.0, 0.1], [0.0, 0.0, 0.0], [0.0, 0.0, 0.0], [0.0, -0.1, 0.0], [0.0, 0.0, 0.0], [0.1, 0.2, 0.0], [-0.1, 0.0, 0.0], [0.1, 0.0, 0.0], [0.0, 0.0, 0.0], [0.0, 0.1, -0.2], [0.2, 0.3, 0.3], [0.0, -0.1, 0.0], [0.0, 0.0, 0.1], [0.0, 0.1, 0.0], [0.0, 0.0, 0.0], [0.0, 0.0, 0.0], [0.0, 0.1, 0.0], [0.1, -0.1, 0.0], [0.4, -0.2, -0.4], [0.1, 0.0, 0.0], [-0.1, 0.1, 0.0], [-0.1, 0.0, 0.1], [0.1, 0.0, 0.0], [0.0, 0.0, 0.1], [-0.1, -0.1, 0.0], [0.1, 0.0, 0.0], [0.0, 0.0, 0.0], [0.0, 0.1, 0.0], [0.0, 0.0, 0.0], [0.0, 0.0, 0.1], [0.0, 0.1, 0.0], [0.0, 0.0, 0.0], [0.0, 0.0, 0.0], [0.0, 0.0, 0.0], [0.0, 0.0, 0.1], [0.3, -0.5, 0.4], [0.3, 0.2, -0.4], [-0.1, 0.0, 0.1], [0.0, 0.1, -0.1], [0.0, 0.0, 0.0], [-0.1, 0.0, 0.0], [-0.1, -0.1, 0.0], [-0.1, 0.0, 0.1], [-0.1, 0.2, 0.0], [0.1, 0.0, 0.0], [0.0, 0.0, 0.0], [0.0, 0.0, 0.0], [0.0, -0.1, 0.0], [0.0, -0.1, 0.0], [-0.2, 0.0, 0.0], [-0.1, 0.1, 0.0], [0.1, 0.0, 0.0], [0.0, 0.1, 0.0], [0.0, -0.1, 0.1], [-0.1, 0.0, 0.0], [0.0, -0.1, 0.0], [0.0, 0.0, 0.0], [0.0, 0.0, 0.0], [0.0, 0.0, 0.0], [-0.1, 0.1, 0.0], [-0.1, -0.1, -0.2], [0.0, 0.0, 0.0], [0.0, 0.0, 0.0], [0.0, 0.0, 0.0], [0.0, 0.0, 0.0], [0.0, 0.0, 0.1], [0.0, 0.0, 0.0], [0.0, 0.0, -0.1], [0.0, 0.0, 0.0], [0.0, 0.0, 0.0], [0.0, 0.1, 0.2], [-0.4, -1.3, -0.5], [0.0, -0.4, -0.1], [-0.1, 0.2, 0.0], [-0.1, 0.0, 0.0], [0.1, 0.1, 0.0], [0.0, 0.0, -0.1], [0.1, 0.1, 0.0], [0.0, -0.1, 0.0], [0.0, 0.2, 0.0], [0.1, 0.0, 0.0], [0.0, 0.0, 0.0], [0.0, 0.0, 0.0], [0.1, 0.0, 0.0], [0.4, 0.2, 0.6], [-0.5, 0.2, -0.1], [-0.1, -0.1, -0.1], [0.2, 0.1, -0.1], [0.0, -0.2, 0.0], [0.0, -0.1, 0.0], [0.0, 0.0, 0.1], [0.0, 0.0, 0.1], [0.0, 0.1, 0.0], [-0.2, 0.0, 0.0], [0.1, 0.1, -0.1], [0.0, 0.0, 0.0], [0.0, 0.0, 0.0], [0.0, 0.1, 0.0], [0.0, 0.0, 0.1], [0.0, 0.0, -0.1], [0.3, -0.2, -0.1], [0.0, 0.0, 0.0], [0.0, 0.0, 0.0], [0.0, 0.0, 0.0], [0.1, 0.0, 0.0], [0.0, 0.1, 0.0], [0.0, 0.0, 0.0], [0.0, 0.0, 0.0], [0.0, 0.0, 0.0]],
  "total_charge": -1,
  "largest_force_ev_per_a": 1.9,
  "e_homo_ha": -0.152
}

***

2.
{
  "formula": "C5H11N",
  "method": "wB97M-V/def2-TZVPD",
  "species": ["C", "N", "C", "C", "C", "C", "H", "H", "H", "H", "H", "H", "H", "H", "H", "H", "H"],
  "positions_angstrom": [[2.087, -0.861, 0.553], [1.569, -0.182, -0.703], [0.701, 1.013, -0.469], [-0.544, 0.812, 0.402], [-1.431, -0.413, 0.106], [-2.783, -0.278, -0.020], [2.621, -0.019, 1.113], [1.393, -1.358, 1.261], [2.823, -1.638, 0.338], [1.092, -0.889, -1.291], [1.439, 1.697, -0.056], [0.423, 1.307, -1.534], [-0.069, 0.776, 1.441], [-1.207, 1.700, 0.478], [-1.065, -1.447, -0.056], [-3.314, 0.568, 0.413], [-3.302, -1.069, -0.622]],
  "atomic_forces_ev_per_a": [[0.3, 1.8, 0.1], [-0.5, -1.7, 1.0], [0.3, -1.3, -2.4], [0.5, -0.5, 2.5], [-1.4, 0.7, -0.3], [1.6, -1.1, -0.5], [-0.6, -1.3, -0.5], [-0.3, 0.5, -0.5], [0.1, 0.3, -0.5], [0.3, 0.7, 0.6], [-0.6, 0.7, 0.2], [0.3, 0.1, 1.4], [-0.9, -0.4, -0.9], [0.5, -0.4, -0.5], [0.4, 1.0, -0.3], [0.0, 0.1, -0.7], [0.1, 0.7, 1.4]],
  "total_charge": 0,
  "largest_force_ev_per_a": 2.7,
  "e_homo_ha": -0.326
}

***

3.
{
  "formula": "C6H10O",
  "method": "wB97M-V/def2-TZVPD",
  "species": ["C", "C", "C", "C", "C", "C", "O", "H", "H", "H", "H", "H", "H", "H", "H", "H", "H"],
  "positions_angstrom": [[1.017, -0.886, -1.305], [1.244, 0.580, -1.500], [1.318, -0.031, -0.111], [0.148, -0.036, 0.863], [-1.088, 0.849, 0.690], [-1.865, -0.366, 1.138], [-0.788, -1.229, 0.716], [-0.010, -1.247, -1.289], [1.776, -1.598, -1.598], [2.191, 0.871, -1.958], [0.406, 1.225, -1.759], [2.322, -0.105, 0.319], [0.562, 0.068, 1.888], [-1.205, 1.723, 1.324], [-1.229, 1.081, -0.371], [-1.923, -0.409, 2.233], [-2.876, -0.491, 0.720]],
  "atomic_forces_ev_per_a": [[0.1, -0.2, -0.2], [0.0, 0.0, 0.0], [-0.3, -0.4, 0.2], [-0.1, 0.0, -0.1], [0.1, 0.4, 0.1], [-0.2, 0.3, 0.2], [0.8, 0.7, 0.5], [0.4, 0.0, -0.3], [-0.1, 0.1, -0.3], [-0.3, 0.0, 0.3], [0.2, -0.2, 0.1], [-0.5, 0.0, 0.0], [-0.5, -0.5, -0.3], [0.2, 0.3, -0.2], [-0.2, 0.0, 0.3], [-0.2, 0.1, 0.0], [0.5, -0.6, -0.2]],
  "total_charge": 0,
  "largest_force_ev_per_a": 1.2,
  "e_homo_ha": -0.356
}